Computed, not measured: C8H24BeNO11 as an isolated structure at a distorted geometry, with ωB97M-V with the def2-TZVPD basis set.

Properties
multiplicity	1
energy above the lowest of the compared OMol25 structures with the same formula, charge and spin	64.0	kcal/mol
total charge	+1
max |F|	0.0681	Eh/bohr
frontier orbital gap	6.44	eV

Geometry as XYZ:
```
45
Properties=species:S:1:pos:R:3:forces:R:3:lowdin_charge:R:1
Be 0.020547 0.065016 0.041509 0.648 -1.342 -0.470 1.020
N 1.247738 -3.222944 -1.055494 -0.691 -3.377 -0.605 -0.580
O 0.697394 -2.256583 -0.434998 -0.281 1.533 0.753 -0.126
O 1.194950 -3.349536 -2.284474 0.096 1.581 0.214 -0.007
O 1.650568 -4.205686 -0.390708 0.209 1.645 0.273 -0.013
C 1.190471 -0.538974 3.286496 0.714 0.408 -0.740 -0.201
C -0.067793 0.361196 3.375541 0.849 -0.632 -0.052 -0.161
O -0.144865 1.240205 2.231080 -0.193 -0.851 -0.655 -0.070
O 1.195662 -1.253017 2.075383 -1.993 0.453 -1.236 -0.091
H 1.313049 -1.240633 4.110614 -0.180 0.357 0.359 0.137
H 2.042295 0.143614 3.197038 0.196 0.104 0.808 0.109
H 0.024339 1.016333 4.241147 -0.085 -0.322 0.265 0.134
H -0.975630 -0.233703 3.443246 -0.026 0.125 -0.209 0.113
H 0.379547 2.011999 2.465004 -0.016 0.138 -0.408 0.103
H 1.921864 -1.830297 1.820455 0.139 -0.007 0.445 0.108
C 3.080137 0.432335 -1.492424 0.407 1.698 -0.061 -0.187
C 3.437644 0.561262 -0.008257 0.477 -1.531 -1.058 -0.216
O 2.348989 1.138394 0.662700 -0.625 0.269 -0.038 -0.069
O 1.724343 0.132867 -1.739611 -0.963 -0.634 1.529 -0.085
H 3.757552 -0.290048 -1.950492 -0.083 0.093 -0.134 0.141
H 3.175884 1.443611 -1.905005 0.759 -0.161 -0.226 0.130
H 4.392071 1.087302 0.054527 -0.305 0.648 0.031 0.134
H 3.722155 -0.436128 0.343143 -0.648 -0.128 0.492 0.124
H 2.608785 1.506991 1.510865 0.106 -0.124 0.006 0.096
H 1.533272 0.231626 -2.674308 -0.060 -0.301 -0.008 0.094
C -1.450182 0.612347 -3.081956 -1.387 1.222 1.762 -0.199
C -0.700007 1.874421 -2.732033 0.635 -0.522 -1.587 -0.225
O -0.690482 2.065072 -1.337902 0.615 -0.090 0.471 -0.053
O -0.991208 -0.409534 -2.195458 -0.089 -0.141 -0.786 -0.078
H -1.529124 0.370318 -4.140690 0.659 -0.242 0.018 0.143
H -2.467686 0.862438 -2.746960 -0.299 -0.244 -0.330 0.119
H -1.167115 2.694982 -3.278786 0.097 0.191 0.219 0.142
H 0.325674 1.782562 -3.092211 0.081 0.323 0.227 0.115
H -1.378284 2.699161 -1.123525 0.029 -0.108 0.348 0.101
H -1.498444 -1.168638 -2.510832 0.590 -0.668 0.706 0.121
C -3.417299 0.031126 0.251970 0.224 0.254 0.018 -0.230
C -2.992676 -0.916030 1.323407 -0.735 -1.166 -0.172 -0.204
O -1.681467 -1.441708 1.106392 0.693 1.425 -0.471 -0.054
O -2.607381 1.181425 0.387731 0.307 0.449 -0.117 -0.078
H -4.471767 0.293382 0.357923 -0.011 -0.154 0.108 0.139
H -3.261540 -0.445661 -0.721837 -0.059 0.058 -0.036 0.117
H -3.758259 -1.692860 1.243589 0.294 -0.391 0.526 0.140
H -3.007856 -0.465353 2.314053 -0.162 0.118 -0.041 0.127
H -1.629668 -2.393852 0.969185 0.061 0.027 -0.165 0.119
H -3.096198 1.951200 0.084962 0.005 0.016 0.028 0.100
```
Positions in Å, forces in eV/Å.